1.
Molecular formula: C14H21N2S2
Method: DFT, ωB97M-V/def2-TZVPD

Calculated values
Total energy ... -39499.411 eV

The geometry in ORCA input format:
```
! wB97M-V def2-TZVPD RIJCOSX def2/J DEFGRID3
* xyz 1 1
C -2.438 -3.171 2.403
S -1.702 -3.306 0.686
C -2.422 -2.053 -0.513
C -1.901 -2.524 -2.031
C -0.605 -1.560 -2.364
S 0.140 -1.940 -4.064
H -3.544 -3.564 2.364
H -1.814 -3.892 3.112
H -2.365 -2.058 2.757
H -2.117 -4.575 0.176
H -1.998 -0.967 -0.308
H -3.597 -2.042 -0.509
H -1.551 -3.663 -1.996
H -2.805 -2.393 -2.763
H 0.189 -1.760 -1.522
H -0.866 -0.416 -2.334
H 1.470 -1.424 -3.946
N 2.981 -0.629 -2.083
C 2.804 0.574 -2.672
C 2.803 1.776 -1.984
C 2.991 1.746 -0.606
C 3.175 0.522 0.029
C 3.164 -0.627 -0.745
H 2.658 0.545 -3.748
H 2.658 2.714 -2.509
H 2.995 2.668 -0.032
H 3.324 0.465 1.102
H 3.306 -1.606 -0.296
N 0.935 2.530 1.543
C 0.845 2.801 2.864
C -0.319 3.217 3.488
C -1.464 3.370 2.712
C -1.403 3.101 1.349
C -0.193 2.686 0.816
H 1.766 2.670 3.426
H -0.334 3.418 4.554
H -2.395 3.696 3.166
H -2.277 3.211 0.717
H -0.096 2.460 -0.242
*
```

natural (NBO) population analysis, charges in e, atoms 1 to 6:
1. C -0.76
2. S 0.56
3. C -0.54
4. C -0.42
5. C -0.54
6. S -0.07

2.
Molecular formula: C19H21F3O16
Method: DFT, ωB97M-V/def2-TZVPD

Calculated values
Total energy ... -60955.389 eV

The geometry in ORCA input format:
```
! wB97M-V def2-TZVPD RIJCOSX def2/J DEFGRID3
* xyz 0 1
O 5.343 1.532 -1.801
C 5.291 0.646 -2.585
C 4.269 0.674 -3.679
C 3.734 -0.535 -3.584
C 2.427 -1.035 -4.139
C 1.331 0.031 -3.937
O 0.870 0.470 -5.209
C 0.121 -0.410 -3.104
F -0.031 -1.693 -2.938
F -0.987 0.045 -3.644
F 0.162 0.183 -1.916
C 4.730 -1.401 -2.882
O 4.933 -2.525 -3.150
O 5.671 -0.624 -2.233
H 3.896 1.488 -4.256
H 2.471 -1.374 -5.165
H 2.188 -1.874 -3.486
H 1.694 0.924 -3.443
H 1.494 1.141 -5.499
O 1.432 -2.063 3.694
C 0.997 -1.213 2.988
O 0.350 -0.105 3.427
C 0.186 0.776 2.310
C 0.250 -0.163 1.134
O 1.081 -1.221 1.632
H -0.761 1.305 2.368
H 1.004 1.501 2.313
H -0.727 -0.572 0.873
H 0.688 0.292 0.255
O 3.442 0.935 -6.470
C 4.483 1.253 -6.955
O 4.701 1.333 -8.281
C 5.978 1.946 -8.484
C 6.685 1.651 -7.184
O 5.600 1.570 -6.250
H 6.478 1.516 -9.347
H 5.833 3.014 -8.651
H 7.209 0.693 -7.197
H 7.383 2.432 -6.895
O -3.038 1.712 2.182
C -3.485 0.896 2.925
O -2.945 -0.335 3.137
C -3.628 -0.918 4.258
C -4.944 -0.189 4.255
O -4.597 1.073 3.667
H -3.740 -1.990 4.126
H -3.044 -0.732 5.161
H -5.692 -0.674 3.625
H -5.352 -0.049 5.238
O -5.760 -1.929 6.216
C -6.374 -1.490 7.134
O -7.449 -0.675 7.013
C -8.048 -0.543 8.306
C -6.894 -0.853 9.230
O -6.091 -1.731 8.435
H -8.448 0.458 8.445
H -8.861 -1.266 8.392
H -6.306 0.033 9.479
H -7.205 -1.341 10.150
*
```

natural (NBO) population analysis, charges in e, atoms 1 to 6:
1. O -0.51
2. C 0.74
3. C -0.25
4. C -0.06
5. C -0.46
6. C 0.02

3.
Molecular formula: C13H39NO12
Method: DFT, ωB97M-V/def2-TZVPD

Calculated values
Total energy ... -40163.920 eV

The geometry in ORCA input format:
```
! wB97M-V def2-TZVPD RIJCOSX def2/J DEFGRID3
* xyz 0 1
C 2.302 -3.057 -1.674
C 3.451 -2.085 -2.407
O 4.297 -2.718 -3.216
N 3.422 -0.636 -2.024
C 4.398 0.239 -2.746
O 3.492 -0.421 -0.699
C 2.272 0.363 -0.313
O 2.495 1.582 0.189
O 0.966 -0.295 -0.472
C -0.061 0.613 -1.005
C -0.151 0.448 -2.654
O -1.593 0.521 -3.049
H 2.279 -2.790 -0.530
H 2.568 -4.206 -1.852
H 1.214 -2.810 -2.093
H 5.136 0.840 -2.028
H 5.055 -0.263 -3.568
H 3.762 1.085 -3.299
H 0.028 1.726 -0.654
H -1.107 0.221 -0.584
H 0.461 1.279 -3.221
H 0.212 -0.619 -2.990
H -2.099 -0.242 -2.638
C -0.127 -3.759 1.196
O 1.024 -4.430 0.716
H -0.094 -2.718 0.865
H -1.023 -4.238 0.795
H -0.140 -3.792 2.288
H 0.967 -5.351 1.025
C -1.997 -2.527 4.435
O -2.786 -2.679 3.270
H -1.030 -2.102 4.156
H -2.501 -1.853 5.132
H -1.842 -3.503 4.902
H -3.637 -3.058 3.549
C 2.592 3.928 -4.704
O 2.183 2.811 -3.936
H 2.908 3.584 -5.692
H 1.756 4.623 -4.813
H 3.430 4.424 -4.209
H 1.908 3.147 -3.066
C -4.479 -0.534 1.217
O -3.233 0.060 1.536
H -5.087 0.190 0.670
H -4.314 -1.415 0.593
H -4.994 -0.818 2.138
H -2.716 -0.605 2.021
C 1.952 6.061 -1.176
O 0.990 5.198 -1.755
H 2.931 5.841 -1.607
H 1.687 7.099 -1.391
H 1.986 5.898 -0.096
H 0.132 5.417 -1.354
C 0.873 4.391 2.708
O 1.529 5.596 2.356
H 0.825 3.744 1.829
H 1.434 3.888 3.499
H -0.140 4.614 3.050
H 1.556 6.150 3.155
C -6.229 -5.356 3.226
O -4.983 -4.763 3.545
H -6.837 -4.632 2.679
H -6.064 -6.237 2.601
H -6.744 -5.640 4.147
H -4.466 -5.428 4.030
*
```

natural (NBO) population analysis, charges in e, atoms 1 to 6:
1. C -0.72
2. C 0.68
3. O -0.58
4. N -0.22
5. C -0.49
6. O -0.35